(1)
The following is a DFT calculation (ωB97M-V/def2-TZVPD) of 2 unconnected molecules or ions with the total composition C11H15N in a non-equilibrium geometry.

```
! RIJCOSX wB97M-V def2-TZVPD def2/J DEFGRID3
* xyz -1 2
C 0.92 1.23 -3.61
C -1.05 1.16 -0.45
C -0.29 0.49 -1.47
C -0.04 1.45 -2.50
C -0.59 2.62 -2.11
C -1.43 -0.88 0.72
C -1.79 0.47 0.51
C -0.59 -1.58 -0.22
C -0.01 -0.91 -1.24
N -1.27 2.47 -0.90
H -2.04 -1.47 1.41
H -2.65 0.91 1.01
H -0.37 -2.53 0.26
H 0.50 -1.34 -2.09
H -1.79 3.17 -0.40
H -0.74 3.56 -2.63
H 1.94 1.32 -3.19
H 0.90 1.92 -4.45
H 0.76 0.20 -3.99
C 1.38 -1.57 2.41
C 1.02 -1.40 3.89
H 0.59 -1.78 1.69
H 2.00 -0.70 2.16
H 2.02 -2.48 2.35
H 0.29 -0.62 4.13
H 0.44 -2.30 4.16
H 1.90 -1.41 4.54
*
```

For the HOMO energy (spin up / spin down), the calculation gives 0.810 / -2.985 eV. As for the expectation value of S²: 0.770. The gap between HOMO and LUMO (spin up / spin down) is 3.02 / 6.77 eV. The value obtained for the LUMO energy (spin up / spin down) is 3.83 / 3.79 eV.

***

(2)
The following is a DFT calculation (ωB97M-V/def2-TZVPD) of 2 unconnected molecules or ions with the total composition C11H15N.

```
! RIJCOSX wB97M-V def2-TZVPD def2/J DEFGRID3
* xyz 0 1
C -3.49 -1.70 -0.14
C -2.27 -1.30 -0.90
C -2.18 -1.08 -2.24
N -0.88 -0.84 -2.61
C -0.08 -0.94 -1.50
C 1.29 -0.78 -1.36
C 1.83 -0.94 -0.09
C 1.02 -1.22 1.01
C -0.36 -1.37 0.87
C -0.92 -1.22 -0.40
H -4.39 -1.21 -0.54
H -3.40 -1.42 0.91
H -3.72 -2.77 -0.22
H -3.04 -1.08 -2.90
H -0.58 -0.67 -3.55
H 1.90 -0.56 -2.23
H 2.90 -0.81 0.02
H 1.44 -1.33 1.99
H -0.98 -1.62 1.72
C 2.28 2.22 1.83
C 1.69 3.50 1.21
H 1.52 1.73 2.45
H 2.60 1.53 1.06
H 3.11 2.48 2.48
H 2.45 3.98 0.59
H 1.38 4.19 1.99
H 0.87 3.24 0.55
*
```

As for the structure (SMILES): Cc1c[nH]c2ccccc12.CC. For the HOMO energy, the calculation gives -7.775 eV. The gap between HOMO and LUMO is 8.70 eV. The value obtained for the LUMO energy is 0.93 eV.

***

(3)
The following is a DFT calculation (ωB97M-V/def2-TZVPD) of 2 unconnected molecules or ions with the total composition C11H15N in a non-equilibrium geometry.

```
! RIJCOSX wB97M-V def2-TZVPD def2/J DEFGRID3
* xyz 0 1
C 0.14 -0.91 -2.55
C -0.48 -1.00 -1.18
C -1.14 -2.10 -0.73
N -1.67 -1.85 0.52
C -1.45 -0.53 0.81
C -1.87 0.21 1.93
C -1.46 1.52 1.99
C -0.67 2.09 0.97
C -0.22 1.37 -0.11
C -0.69 0.04 -0.21
H 0.19 0.13 -2.86
H -0.38 -1.53 -3.26
H 1.20 -1.17 -2.57
H -1.39 -3.07 -1.14
H -2.23 -2.51 1.02
H -2.57 -0.23 2.64
H -1.68 2.16 2.82
H -0.18 3.03 1.20
H 0.47 1.66 -0.88
C 4.16 0.95 -0.68
C 3.03 0.13 0.01
H 5.06 0.34 -0.77
H 3.86 1.21 -1.70
H 4.32 1.88 -0.15
H 2.31 0.84 0.41
H 3.45 -0.35 0.90
H 2.59 -0.46 -0.78
*
```

As for the structure (SMILES): Cc1c[nH]c2ccccc12.CC. For the HOMO energy, the calculation gives -7.834 eV. The gap between HOMO and LUMO is 8.77 eV. The value obtained for the LUMO energy is 0.94 eV.

***

(4)
The following is a DFT calculation (ωB97M-V/def2-TZVPD) of 2 unconnected molecules or ions with the total composition C11H15N in a non-equilibrium geometry.

```
! RIJCOSX wB97M-V def2-TZVPD def2/J DEFGRID3
* xyz 0 1
C 0.65 -0.98 2.87
C -0.18 -0.50 1.72
C -1.26 0.30 1.74
N -1.80 0.40 0.47
C -1.02 -0.32 -0.39
C -1.15 -0.53 -1.77
C -0.21 -1.34 -2.35
C 0.80 -1.99 -1.61
C 0.90 -1.79 -0.25
C -0.02 -0.94 0.36
H 1.71 -0.90 2.63
H 0.42 -2.00 3.15
H 0.44 -0.42 3.78
H -1.64 0.93 2.53
H -2.42 1.14 0.17
H -1.93 0.00 -2.30
H -0.24 -1.55 -3.41
H 1.52 -2.61 -2.13
H 1.69 -2.30 0.30
C 1.12 3.63 -0.71
C 1.40 2.17 -0.39
H 2.03 4.22 -0.59
H 0.79 3.84 -1.74
H 0.35 4.04 -0.05
H 2.32 1.82 -0.88
H 0.57 1.51 -0.66
H 1.55 2.09 0.69
*
```

As for the structure (SMILES): Cc1c[nH]c2ccccc12.CC. For the HOMO energy, the calculation gives -7.932 eV. The gap between HOMO and LUMO is 8.82 eV. The value obtained for the LUMO energy is 0.88 eV.

***

(5)
The following is a DFT calculation (ωB97M-V/def2-TZVPD) of 2 unconnected molecules or ions with the total composition C11H15N in a non-equilibrium geometry.

```
! RIJCOSX wB97M-V def2-TZVPD def2/J DEFGRID3
* xyz 0 1
C -0.29 0.58 1.66
C -0.90 -0.52 0.83
C -2.18 -0.90 0.63
N -2.27 -1.90 -0.36
C -0.99 -2.26 -0.67
C -0.42 -3.18 -1.58
C 0.95 -3.26 -1.74
C 1.81 -2.32 -1.09
C 1.28 -1.51 -0.10
C -0.09 -1.44 0.02
H 0.79 0.55 1.50
H -0.36 0.25 2.70
H -0.64 1.57 1.40
H -3.13 -0.66 1.09
H -3.09 -2.10 -0.90
H -0.94 -3.86 -2.25
H 1.45 -3.86 -2.48
H 2.81 -2.22 -1.50
H 1.94 -0.93 0.54
C 0.85 3.57 0.99
C 0.15 3.43 -0.37
H 1.73 2.93 1.00
H 1.15 4.62 1.08
H 0.37 3.35 1.94
H -0.25 4.33 -0.83
H -0.63 2.67 -0.44
H 0.91 3.07 -1.07
*
```

As for the structure (SMILES): Cc1c[nH]c2ccccc12.CC. For the HOMO energy, the calculation gives -7.903 eV. The gap between HOMO and LUMO is 8.87 eV. The value obtained for the LUMO energy is 0.96 eV.

***

(6)
The following is a DFT calculation (ωB97M-V/def2-TZVPD) of 2 unconnected molecules or ions with the total composition C11H15N in a non-equilibrium geometry.

```
! RIJCOSX wB97M-V def2-TZVPD def2/J DEFGRID3
* xyz 0 1
C -2.25 0.26 0.70
C -1.83 -0.23 -0.63
C -2.58 -0.82 -1.60
N -1.79 -1.19 -2.70
C -0.49 -0.90 -2.36
C 0.71 -1.04 -3.11
C 1.89 -0.79 -2.40
C 1.90 -0.32 -1.09
C 0.72 -0.10 -0.41
C -0.47 -0.37 -1.08
H -1.57 0.92 1.24
H -2.44 -0.52 1.46
H -3.23 0.76 0.72
H -3.59 -1.22 -1.56
H -2.10 -1.52 -3.61
H 0.88 -1.38 -4.13
H 2.81 -0.91 -2.95
H 2.82 -0.07 -0.59
H 0.70 0.35 0.56
C 0.95 1.81 2.89
C 1.55 0.42 3.03
H 0.60 1.92 1.85
H 0.01 2.06 3.38
H 1.62 2.65 3.09
H 2.25 0.37 3.87
H 2.16 0.19 2.16
H 0.79 -0.32 3.27
*
```

As for the structure (SMILES): Cc1c[nH]c2ccccc12.CC. For the HOMO energy, the calculation gives -7.796 eV. The gap between HOMO and LUMO is 8.78 eV. The value obtained for the LUMO energy is 0.98 eV.

***

(7)
The following is a DFT calculation (ωB97M-V/def2-TZVPD) of 2 unconnected molecules or ions with the total composition C11H15N in a non-equilibrium geometry.

```
! RIJCOSX wB97M-V def2-TZVPD def2/J DEFGRID3
* xyz 0 1
C -1.42 -2.20 0.88
C -0.87 -1.14 0.02
C -0.51 -1.12 -1.29
N -0.03 0.11 -1.70
C -0.33 1.01 -0.70
C -0.12 2.41 -0.68
C -0.46 3.07 0.47
C -1.05 2.40 1.58
C -1.32 1.06 1.46
C -1.00 0.33 0.31
H -0.97 -3.20 0.79
H -2.46 -2.50 0.79
H -1.26 -1.89 1.92
H -0.59 -1.90 -2.03
H 0.69 0.22 -2.40
H 0.40 2.91 -1.48
H -0.50 4.16 0.53
H -1.51 2.99 2.35
H -1.80 0.62 2.33
C 2.45 -2.39 0.45
C 3.23 -1.83 -0.76
H 2.08 -3.40 0.28
H 3.04 -2.23 1.35
H 1.57 -1.76 0.55
H 3.09 -0.75 -0.78
H 2.74 -2.17 -1.67
H 4.31 -1.99 -0.73
*
```

As for the structure (SMILES): Cc1c[nH]c2ccccc12.CC. For the HOMO energy, the calculation gives -7.960 eV. The gap between HOMO and LUMO is 8.88 eV. The value obtained for the LUMO energy is 0.92 eV.

***

(8)
The following is a DFT calculation (ωB97M-V/def2-TZVPD) of 2 unconnected molecules or ions with the total composition C11H15N in a non-equilibrium geometry.

```
! RIJCOSX wB97M-V def2-TZVPD def2/J DEFGRID3
* xyz 0 1
C -3.37 -2.40 -1.15
C -2.47 -1.93 -0.16
C -2.31 -2.53 1.15
N -1.35 -1.90 1.93
C -0.91 -0.82 1.13
C 0.07 0.12 1.47
C 0.28 1.16 0.61
C -0.20 1.01 -0.74
C -1.09 0.02 -1.07
C -1.59 -0.82 -0.13
H -3.04 -3.34 -1.62
H -3.60 -1.82 -2.03
H -4.45 -2.52 -0.70
H -3.03 -3.26 1.49
H -0.87 -2.37 2.72
H 0.60 0.04 2.45
H 1.07 1.96 0.88
H 0.07 1.80 -1.43
H -1.45 -0.07 -2.04
C 2.93 2.77 -0.04
C 4.01 1.75 -0.60
H 3.16 2.84 1.10
H 2.81 3.70 -0.72
H 1.92 2.35 -0.29
H 3.49 1.14 -1.36
H 4.36 0.89 -0.03
H 4.93 2.23 -0.84
*
```

As for the structure (SMILES): Cc1c[nH]c2ccccc12.CC. For the HOMO energy, the calculation gives -7.564 eV. The gap between HOMO and LUMO is 8.48 eV. The value obtained for the LUMO energy is 0.92 eV.

***

(9)
The following is a DFT calculation (ωB97M-V/def2-TZVPD) of 2 unconnected molecules or ions with the total composition C11H15N in a non-equilibrium geometry.

```
! RIJCOSX wB97M-V def2-TZVPD def2/J DEFGRID3
* xyz 0 1
C -1.08 3.24 1.73
C 0.00 2.26 2.12
C 0.23 1.76 3.37
N 0.98 0.60 3.31
C 1.29 0.34 1.96
C 1.71 -0.85 1.41
C 1.75 -0.83 0.00
C 1.13 0.11 -0.80
C 0.60 1.25 -0.18
C 0.66 1.36 1.20
H -0.80 3.95 0.96
H -1.37 3.77 2.63
H -1.95 2.64 1.46
H -0.10 2.22 4.29
H 1.69 0.43 4.00
H 1.90 -1.79 1.91
H 2.11 -1.73 -0.48
H 0.90 -0.04 -1.85
H 0.12 2.10 -0.66
C -1.96 -2.63 -3.55
C -0.49 -2.65 -3.08
H -2.66 -2.43 -2.74
H -2.11 -1.76 -4.18
H -2.17 -3.57 -4.06
H -0.45 -2.09 -2.14
H 0.22 -1.98 -3.58
H -0.13 -3.68 -3.06
*
```

As for the structure (SMILES): Cc1c[nH]c2ccccc12.CC. For the HOMO energy, the calculation gives -7.778 eV. The gap between HOMO and LUMO is 8.74 eV. The value obtained for the LUMO energy is 0.96 eV.

***

(10)
The following is a DFT calculation (ωB97M-V/def2-TZVPD) of 2 unconnected molecules or ions with the total composition C11H15N in a non-equilibrium geometry.

```
! RIJCOSX wB97M-V def2-TZVPD def2/J DEFGRID3
* xyz 1 2
C -2.26 -2.49 2.90
C -2.57 -3.13 1.50
H -1.44 -1.81 2.76
H -3.08 -2.01 3.42
H -1.97 -3.35 3.51
H -1.77 -3.32 0.78
H -3.27 -2.44 1.02
H -2.98 -4.13 1.64
C -0.80 2.30 0.83
C 0.78 1.35 -1.08
C 0.22 1.45 0.21
C 1.71 0.25 -1.08
C 0.80 0.39 0.94
C 1.69 2.05 -3.18
C 2.50 0.94 -3.18
C 0.71 2.17 -2.20
C 2.46 -0.11 -2.17
N 1.60 -0.38 0.21
H 1.76 2.86 -3.90
H 3.35 0.73 -3.81
H -0.01 2.96 -2.32
H 3.01 -1.02 -2.29
H -0.48 2.77 1.77
H -1.68 1.71 1.06
H 0.43 0.08 1.91
H 2.29 -1.03 0.50
H -0.98 3.20 0.23
*
```

For the HOMO energy (spin up / spin down), the calculation gives -12.848 / -13.629 eV. As for the expectation value of S²: 0.776. The gap between HOMO and LUMO (spin up / spin down) is 8.91 / 6.81 eV. The value obtained for the LUMO energy (spin up / spin down) is -3.94 / -6.82 eV.

***

(11)
The following is a DFT calculation (ωB97M-V/def2-TZVPD) of 2 unconnected molecules or ions with the total composition C11H15N in a non-equilibrium geometry.

```
! RIJCOSX wB97M-V def2-TZVPD def2/J DEFGRID3
* xyz 1 2
C -0.97 1.73 -4.22
C -0.86 3.18 -4.74
H -0.99 0.92 -4.94
H -0.27 1.52 -3.42
H -1.93 1.68 -3.70
H -1.78 3.69 -4.95
H -0.11 3.27 -5.52
H -0.39 3.72 -3.87
C 1.43 2.09 1.10
C 0.75 0.44 2.88
C 0.90 0.77 1.51
C -0.12 -1.24 1.75
C 0.37 -0.35 0.80
C -0.76 -2.43 1.47
C 0.57 -0.77 -0.56
C -0.91 -2.68 0.10
C -0.12 -1.98 -0.81
N 0.03 -0.69 3.03
H 0.94 1.19 3.71
H -0.22 -1.14 3.89
H 2.12 1.97 0.29
H 1.83 2.70 1.93
H -0.94 -3.18 2.23
H 1.22 -0.10 -1.09
H -1.50 -3.55 -0.07
H -0.22 -2.34 -1.83
H 0.60 2.78 0.77
*
```

For the HOMO energy (spin up / spin down), the calculation gives -13.050 / -13.416 eV. As for the expectation value of S²: 0.773. The gap between HOMO and LUMO (spin up / spin down) is 9.18 / 6.40 eV. The value obtained for the LUMO energy (spin up / spin down) is -3.87 / -7.01 eV.

***

(12)
The following is a DFT calculation (ωB97M-V/def2-TZVPD) of a gas-phase ion, C11H15N2 (charge +1) in a non-equilibrium geometry.

```
! RIJCOSX wB97M-V def2-TZVPD def2/J DEFGRID3
* xyz 1 1
C 2.42 -1.65 -0.44
C 1.36 -0.64 -0.87
N 1.34 0.54 -0.07
C 1.09 0.57 1.34
C -0.15 0.41 1.81
C -1.27 0.13 0.89
C -2.16 -0.86 1.39
C -3.13 -1.29 0.53
C -3.25 -0.72 -0.79
C -2.37 0.29 -1.24
C -1.39 0.82 -0.33
C -0.61 1.93 -0.67
N -0.30 2.93 0.13
H 2.37 -2.56 -0.83
H 3.47 -1.36 -0.62
H 2.30 -1.70 0.59
H 0.29 -1.18 -0.94
H 1.57 -0.41 -1.85
H 2.17 1.10 -0.21
H 2.01 0.75 1.83
H -0.20 0.45 2.82
H -2.19 -1.39 2.29
H -3.87 -2.08 0.94
H -4.07 -1.18 -1.46
H -2.33 0.85 -2.10
H -0.62 1.93 -1.80
H -0.28 2.80 1.11
H 0.22 3.75 -0.18
*
```

As for the structure (SMILES): CC\[NH+]=C/C=c1/cccc/c1=C/N. For the HOMO energy, the calculation gives -12.034 eV. The gap between HOMO and LUMO is 7.23 eV. The value obtained for the LUMO energy is -4.80 eV.

***

Calculated values (kcal per mole) of energy above the lowest of the compared OMol25 structures with the same formula, charge and spin for the records, taken in order: 27.4, 3.5, 14.1, 3.1, 26.2, 16.3, 24.0, 59.3, 26.3, 20.9, 29.3, 56.2.